Version a
ORCA calculation (ωB97M-V/def2-TZVPD) on a single C5H9N3 molecule.

Each line ends with the natural charge from an NBO analysis.
Geometry (Å):
H1 1.05410 -0.43409 -1.84481  0.178
H2 -0.98783 -1.77615 0.52078  0.236
C1 0.37045 0.38301 -1.52159  -0.082
N1 -0.74723 0.40756 -2.48069  -0.493
C2 0.64387 0.95898 -0.19444  -0.281
H3 0.20423 -2.12684 -0.72707  0.203
H4 1.61478 1.33827 -0.07987  0.210
H5 -1.70982 0.32573 -0.76016  0.197
N2 0.06597 -0.43434 1.79977  -0.224
C3 -0.39272 -1.35205 -0.26194  -0.233
N3 0.40350 -0.33561 0.54977  -0.225
H6 0.06347 -0.06481 3.74235  0.200
C4 -1.01764 -0.32458 -1.15242  -0.138
H7 -0.37029 -0.29663 -3.06835  0.346
C5 0.20822 0.42814 2.78181  -0.263
H8 0.02924 1.81377 0.09035  0.210
H9 0.56768 1.48966 2.60651  0.158

Values from the calculation:
Kohn-Sham gap   8.99 eV
Multiplicity   1
SMILES   C=NN1C[C@@H]2N[C@H]2C1
LUMO level   0.97 eV


Version b
ORCA calculation (ωB97M-V/def2-TZVPD) on a molecular structure, C5H9N3.

Each line ends with the natural charge from an NBO analysis.
Geometry (Å):
C1 1.95020 1.38471 -1.66719  0.077
N1 1.56978 2.58964 -1.46252  -0.798
H1 -3.48621 -1.35160 1.70607  0.198
C2 -1.12742 -1.55332 2.24936  -0.333
N2 -0.57769 -1.01556 -0.39860  -0.307
H2 2.07128 3.39655 -1.92542  0.400
H3 -2.44241 -2.36905 0.54656  0.202
C3 1.23593 0.15974 -1.63304  -0.437
H4 0.77792 3.02179 -0.78881  0.411
C4 0.18390 0.00207 -0.49260  0.093
H5 0.34027 0.78715 0.68700  0.169
H6 -1.26626 -0.79973 3.15109  0.251
C5 -2.42272 -1.67876 1.30879  -0.270
H7 2.01773 -0.69548 -2.26032  0.238
N3 -1.28600 -0.67465 0.97122  -0.326
H8 -0.57403 -2.62221 2.04494  0.240
H9 3.03572 1.41872 -2.03652  0.194

Values from the calculation:
Kohn-Sham gap   8.54 eV
Multiplicity   1
LUMO level   0.74 eV


Version c
ORCA calculation (ωB97M-V/def2-TZVPD) on 2 unconnected molecules or ions with the total composition C5H9N3.

Each line ends with the natural charge from an NBO analysis.
Geometry (Å):
N1 1.03110 0.78396 2.04411  -0.739
H1 2.25924 -1.92729 -0.73710  0.338
H2 1.53204 1.70186 -0.51115  0.406
H3 -0.45320 2.04489 -2.04318  0.214
H4 -0.59418 -2.70949 -0.46232  0.169
C1 -1.60868 0.99570 -0.45572  -0.287
C2 0.45995 -2.65546 -0.84703  -0.067
H5 2.01878 0.98597 1.96885  0.343
H6 -2.00694 1.10856 1.60436  0.246
N2 1.28389 -1.69952 -0.55455  -0.583
N3 0.53179 1.45428 -0.17660  -0.614
H7 -1.18282 -0.53329 0.89008  0.251
C3 -0.50189 1.44277 -1.05594  -0.002
H8 -2.55833 1.12457 -0.81066  0.208
C4 0.23228 1.00237 1.07153  0.474
H9 0.82810 -3.68784 -0.85911  0.144
C5 -1.27113 0.56796 0.93443  -0.502

Values from the calculation:
Kohn-Sham gap   8.60 eV
Multiplicity   1
SMILES   [H]/N=C1/CC=CN1.C=N
LUMO level   0.95 eV


Most stable to least stable: version c, version a, version b